# 1
A 7-piece molecular cluster, C38H73Br2FO12P2S overall at a distorted geometry, computed with wB97M-V/def2-TZVPD.

The geometry in ORCA input format:
```
! RIJCOSX wB97M-V def2-TZVPD def2/J DEFGRID3
* xyz 0 1
C 0.84 -1.09 -1.72
C 1.12 -0.38 -3.07
S -0.29 -0.32 -4.21
C -1.80 0.16 -3.29
C -2.58 1.27 -4.08
O -3.12 0.53 -5.17
O -1.72 2.16 -4.78
C -1.89 3.47 -4.46
O -1.43 4.31 -5.11
C -2.76 3.57 -3.18
P -1.40 3.71 -1.83
C -0.06 2.46 -2.06
C -0.50 5.30 -2.20
P -3.67 5.16 -2.89
O -3.46 5.67 -1.56
O -5.25 5.05 -3.13
O -3.17 6.26 -3.95
C -3.55 2.25 -3.33
C -4.86 2.33 -4.14
C -4.75 2.98 -5.51
F -4.56 4.36 -5.49
C -3.87 1.62 -1.94
Br -5.01 2.80 -0.82
C -4.65 0.25 -2.02
C -6.18 0.32 -1.89
Br -4.00 -0.95 -0.59
H 1.44 -0.60 -0.96
H -0.20 -1.00 -1.42
H 1.08 -2.15 -1.77
H 1.57 0.59 -2.87
H 1.88 -0.96 -3.60
H -2.43 -0.72 -3.31
H -1.61 0.38 -2.24
H -3.81 -0.06 -4.86
H 0.86 2.94 -1.72
H 0.13 2.13 -3.08
H -0.23 1.64 -1.37
H 0.57 5.13 -2.23
H -0.77 5.73 -3.17
H -0.76 6.03 -1.43
H -5.54 5.72 -3.77
H -2.59 6.85 -3.44
H -5.65 2.80 -3.56
H -5.25 1.34 -4.33
H -3.98 2.55 -6.14
H -5.69 2.79 -6.03
H -2.97 1.52 -1.34
H -4.43 -0.28 -2.94
H -6.50 0.33 -0.86
H -6.57 -0.62 -2.30
H -6.64 1.12 -2.47
C -1.27 1.59 3.03
C 0.21 1.29 3.00
C 0.34 0.45 1.73
O -0.69 0.91 0.84
C -1.60 1.76 1.56
H -1.53 2.46 3.63
H -1.82 0.73 3.44
H 0.78 2.22 2.89
H 0.58 0.77 3.88
H 0.16 -0.61 1.94
H 1.31 0.56 1.25
H -1.42 2.79 1.23
H -2.63 1.49 1.32
C 2.79 -5.74 0.14
C 3.31 -4.61 1.02
C 2.61 -3.40 0.42
O 1.36 -3.86 -0.10
C 1.35 -5.30 -0.11
H 2.86 -6.72 0.60
H 3.34 -5.76 -0.80
H 2.98 -4.76 2.05
H 4.39 -4.52 1.02
H 3.18 -2.98 -0.41
H 2.43 -2.61 1.15
H 0.69 -5.64 0.68
H 0.97 -5.65 -1.07
C 5.71 -9.79 2.31
C 6.23 -8.66 3.20
C 5.53 -7.45 2.60
O 4.28 -7.92 2.09
C 4.27 -9.35 2.06
H 5.78 -10.78 2.77
H 6.26 -9.81 1.37
H 5.91 -8.82 4.23
H 7.32 -8.57 3.19
H 6.10 -7.03 1.78
H 5.35 -6.67 3.34
H 3.61 -9.70 2.86
H 3.89 -9.70 1.11
C -0.77 -2.85 6.42
C -1.30 -1.48 6.83
C -0.27 -0.55 6.21
O 0.22 -1.21 5.03
C -0.22 -2.57 5.03
H -1.53 -3.63 6.43
H 0.04 -3.15 7.09
H -2.28 -1.31 6.38
H -1.40 -1.34 7.91
H 0.58 -0.39 6.88
H -0.69 0.42 5.94
H -1.00 -2.67 4.27
H 0.61 -3.22 4.77
C 2.02 3.69 7.54
C 1.13 3.20 8.67
C -0.23 3.15 7.98
O 0.01 2.86 6.60
C 1.41 3.00 6.33
H 3.08 3.45 7.68
H 1.93 4.78 7.44
H 1.43 2.19 8.97
H 1.13 3.84 9.55
H -0.74 4.12 8.04
H -0.89 2.39 8.40
H 1.83 2.00 6.19
H 1.55 3.57 5.41
C 1.76 3.58 -7.10
C 1.41 2.10 -7.13
C 2.75 1.47 -7.47
O 3.76 2.32 -6.91
C 3.16 3.56 -6.50
H 1.06 4.18 -6.52
H 1.79 3.98 -8.11
H 1.09 1.77 -6.13
H 0.63 1.84 -7.84
H 2.91 1.42 -8.55
H 2.87 0.46 -7.06
H 3.12 3.57 -5.41
H 3.77 4.39 -6.84
*
```

Results
DFT total energy   -8723.36004 Ha
SMILES   CCSC[C@]1(O)OC(=O)[C@@](P(C)C)(P(=O)(O)O)[C@]1(CCF)[C@@H](Br)[C@H](C)Br.C1CCOC1.C1CCOC1.C1CCOC1.C1CCOC1.C1CCOC1.C1CCOC1



# 2
A 7-piece molecular cluster, C38H74N2O15PS8 overall at a distorted geometry, computed with wB97M-V/def2-TZVPD.

The geometry in ORCA input format:
```
! RIJCOSX wB97M-V def2-TZVPD def2/J DEFGRID3
* xyz 1 1
C -5.13 -1.02 0.88
C -4.17 -2.02 1.22
C -3.00 -3.12 1.54
C -1.44 -2.54 1.34
C -1.51 -1.14 2.15
C -0.19 -0.42 2.73
O -0.11 -0.13 4.06
C -1.29 -2.39 -0.31
O -0.48 -1.13 -0.49
C 0.54 -1.30 -1.52
C 1.29 0.20 -1.66
O 1.62 0.67 -0.31
C 3.01 1.17 -0.21
C 3.83 0.12 0.77
N -0.76 -3.57 -1.04
S -1.75 -3.71 -2.52
C -0.93 -4.91 -0.38
C -0.65 -4.97 1.23
N -0.40 -3.56 1.83
C -0.52 -3.83 3.34
P 1.30 -3.16 1.53
S 2.35 -4.28 0.38
H -5.95 -0.20 0.73
H -3.24 -4.05 0.88
H -3.19 -3.47 2.67
H -2.03 -0.32 1.45
H -2.24 -1.29 3.08
H 0.75 -0.05 2.09
H -2.33 -2.12 -0.83
H 1.40 -2.06 -1.24
H 0.11 -1.50 -2.61
H 2.20 0.06 -2.38
H 0.53 0.93 -2.22
H 2.97 2.20 0.36
H 3.55 1.32 -1.23
H 3.33 0.19 1.83
H 4.99 0.40 0.83
H 3.68 -1.00 0.39
H -0.83 -3.70 -3.58
H -2.03 -5.29 -0.61
H -0.18 -5.67 -0.90
H 0.21 -5.73 1.54
H -1.62 -5.48 1.71
H -0.33 -2.89 4.00
H 0.39 -4.57 3.57
H -1.49 -4.44 3.62
H 1.99 -3.16 2.83
H 1.52 -1.79 1.04
C -3.81 0.02 6.92
C -4.53 -1.01 7.79
C -5.88 -1.30 7.12
S -5.65 -1.00 5.37
O -6.46 0.13 4.98
O -5.69 -2.27 4.67
C -3.95 -0.47 5.49
H -2.76 0.12 7.21
H -4.28 1.00 7.03
H -3.94 -1.93 7.83
H -4.67 -0.65 8.81
H -6.19 -2.33 7.28
H -6.66 -0.61 7.48
H -3.75 0.31 4.75
H -3.31 -1.34 5.30
C -2.26 -7.34 -6.15
C -1.43 -8.56 -5.78
C -0.06 -8.07 -5.33
S -0.31 -6.43 -4.68
O 0.38 -5.48 -5.53
O -0.11 -6.45 -3.24
C -2.05 -6.34 -5.02
H -3.32 -7.58 -6.27
H -1.90 -6.92 -7.09
H -1.92 -9.10 -4.95
H -1.35 -9.26 -6.61
H 0.36 -8.71 -4.55
H 0.63 -8.00 -6.17
H -2.33 -5.32 -5.29
H -2.59 -6.64 -4.12
C 1.14 4.28 6.39
C 0.92 2.86 5.86
C 0.91 2.94 4.34
S 1.93 4.34 3.90
O 1.08 5.35 3.28
O 3.15 3.87 3.28
C 2.28 4.85 5.57
H 1.37 4.28 7.46
H 0.23 4.88 6.24
H 1.74 2.22 6.19
H -0.01 2.43 6.24
H 1.33 2.03 3.89
H -0.10 3.12 3.95
H 2.34 5.94 5.62
H 3.24 4.41 5.86
C 4.37 10.26 3.86
C 5.73 9.87 4.43
C 5.52 9.43 5.88
S 3.86 8.79 5.97
O 3.08 9.66 6.83
O 3.90 7.36 6.16
C 3.42 9.14 4.27
H 4.40 10.38 2.78
H 4.04 11.21 4.30
H 6.15 9.04 3.85
H 6.45 10.70 4.37
H 6.23 8.65 6.17
H 5.60 10.27 6.57
H 2.37 9.42 4.21
H 3.61 8.23 3.69
C -2.23 3.47 -4.00
C -1.48 4.19 -2.88
C -0.04 4.40 -3.35
S -0.10 4.48 -5.13
O 0.60 3.34 -5.67
O 0.18 5.84 -5.56
C -1.85 4.19 -5.28
H -3.31 3.47 -3.83
H -1.89 2.42 -4.05
H -1.95 5.17 -2.70
H -1.51 3.63 -1.94
H 0.38 5.33 -2.96
H 0.59 3.56 -3.07
H -2.06 3.61 -6.18
H -2.35 5.17 -5.34
C 2.48 -2.04 -8.83
C 1.75 -3.07 -7.97
C 0.41 -3.35 -8.63
S 0.64 -3.06 -10.38
O -0.17 -1.93 -10.77
O 0.60 -4.33 -11.09
C 2.34 -2.53 -10.27
H 3.53 -1.94 -8.54
H 2.00 -1.06 -8.72
H 2.34 -3.99 -7.92
H 1.62 -2.71 -6.94
H 0.09 -4.39 -8.48
H -0.37 -2.67 -8.28
H 2.54 -1.75 -11.01
H 2.97 -3.40 -10.45
*
```

Results
DFT total energy   -6256.50132 Ha



no.,gap between HOMO and LUMO (eV)
1,8.34
2,8.27